[1]
C3H7O3 | ωB97M-V with the def2-TZVPD basis set

## Properties
E = -9367.914 eV
maximum force = 2.2 eV/A
relative energy (zero: lowest compared OMol25 entry of this formula, charge and spin) = 28.7 kcal/mol
LUMO level = 0.1330 Ha
orbital gap = 0.279 hartree
net charge = -1
molecular weight = 91.09 g mol⁻¹

Positions of all 13 atoms, in Å:
C  0.5466  -0.1761  -1.7668
C  1.2548  -1.3687  -1.0493
O  2.0906  -1.9574  -1.7684
O  0.8318  -1.6620  0.0912
H  1.0812  -0.0311  -2.7009
H  0.4794  0.7306  -1.1624
H  -0.4289  -0.5889  -2.0478
C  -0.5759  0.9257  1.6585
O  -1.7992  0.9161  2.4419
H  -2.5131  0.4300  2.0224
H  0.0841  1.6251  2.1384
H  -0.2493  -0.1048  1.5013
H  -0.8021  1.2616  0.6418

[2]
C3H7O3 | ωB97M-V with the def2-TZVPD basis set

## Properties
E = -9367.318 eV
maximum force = 4.2 eV/A
relative energy (zero: lowest compared OMol25 entry of this formula, charge and spin) = 42.4 kcal/mol
LUMO level = 0.1543 Ha
orbital gap = 0.300 hartree
net charge = -1
molecular weight = 91.09 g mol⁻¹

Positions of all 13 atoms, in Å:
C  1.3717  0.5773  -2.3104
C  0.2659  -0.0138  -1.4909
O  0.7292  -0.8510  -0.6229
O  -0.9039  0.3933  -1.5026
H  1.8466  1.1129  -1.4877
H  0.9553  1.3369  -3.0633
H  2.1090  -0.0947  -2.5310
C  -1.3125  -0.0769  2.3030
O  -0.5191  -1.1995  2.4416
H  0.0593  -1.5182  1.6625
H  -2.3790  -0.4533  2.5516
H  -0.8551  0.7056  2.9089
H  -1.3676  0.0813  1.1412

[3]
C3H7O3PS | ωB97M-V with the def2-TZVPD basis set

## Properties
E = -29490.495 eV
<S²> = 2.01
maximum force = 2.6 eV/A
relative energy (zero: lowest compared OMol25 entry of this formula, charge and spin) = 0.0 kcal/mol
LUMO level (alpha / beta) = 0.2203 / 0.2162 Ha
2S+1 = 3
orbital gap (alpha / beta) = 0.150 / 0.224 hartree
net charge = -2
molecular weight = 154.13 g mol⁻¹

Positions of all 15 atoms, in Å:
C  0.1342  -0.4098  1.0618
C  0.9562  -0.0287  -0.1603
C  0.0941  0.2763  -1.3414
O  -2.1666  2.9839  0.8864
O  -2.8427  2.4300  -1.5730
O  -3.5384  0.9165  0.4274
P  -2.3904  1.7909  -0.0150
S  0.7894  1.0256  -2.6887
H  -0.3854  -1.3521  0.8873
H  -0.6187  0.3616  1.2232
H  0.7650  -0.5169  1.9489
H  1.5810  0.8438  0.0550
H  1.6465  -0.8590  -0.4125
H  -0.7089  -0.4195  -1.5514
H  -2.0396  2.3218  -2.0898

[4]
C3H7O3S2 | ωB97M-V with the def2-TZVPD basis set

## Properties
E = -31039.763 eV
maximum force = 2.2 eV/A
relative energy (zero: lowest compared OMol25 entry of this formula, charge and spin) = 5.2 kcal/mol
LUMO level = 0.1073 Ha
orbital gap = 0.285 hartree
net charge = -1
molecular weight = 155.22 g mol⁻¹

Positions of all 15 atoms, in Å:
C  0.7248  -0.4684  -0.3029
C  1.7756  0.0275  -1.3422
O  2.8915  0.2769  -0.8627
O  1.3614  0.0871  -2.5243
C  0.7770  0.3002  1.0069
S  -0.5192  -0.2559  2.1620
S  -2.1914  0.6989  1.7978
H  -0.2914  -0.5938  -0.6720
H  0.9609  -1.5132  -0.0336
H  1.6976  0.0571  1.5468
H  0.8476  1.3843  0.9040
H  -2.5285  0.0170  0.6746
H  -0.2240  -0.2481  -3.1666
H  -0.7410  -1.6164  -3.4183
O  -1.0660  -0.7151  -3.4920

[5]
C3H7O4 | ωB97M-V with the def2-TZVPD basis set

## Properties
E = -11407.842 eV
<S²> = 3.76
maximum force = 3.8 eV/A
relative energy (zero: lowest compared OMol25 entry of this formula, charge and spin) = 0.0 kcal/mol
LUMO level (alpha / beta) = 0.0387 / -0.0259 Ha
2S+1 = 4
orbital gap (alpha / beta) = 0.277 / 0.355 hartree
molecular weight = 107.08 g mol⁻¹

Positions of all 14 atoms, in Å:
O  0.8051  0.8951  2.7450
O  1.9961  0.9591  3.0612
C  0.2965  -2.1798  -0.5221
O  0.0511  -0.8943  -1.1557
C  0.2464  0.2079  -0.5172
C  -0.5528  1.4049  -0.8084
O  -1.5060  1.3453  0.2609
H  0.2278  -2.9079  -1.3298
H  1.2864  -2.2191  -0.0518
H  -0.4947  -2.3598  0.2129
H  0.7239  0.1353  0.4538
H  0.1120  2.2621  -0.6398
H  -0.9923  1.3518  -1.8174
H  -2.1995  1.9993  0.1084

[6]
C3H7O4P | ωB97M-V with the def2-TZVPD basis set

## Properties
E = -20703.097 eV
maximum force = 5.3 eV/A
relative energy (zero: lowest compared OMol25 entry of this formula, charge and spin) = 8.8 kcal/mol
LUMO level = 0.0184 Ha
orbital gap = 0.367 hartree
molecular weight = 138.06 g mol⁻¹

Positions of all 15 atoms, in Å:
C  0.6428  -0.1360  -0.5645
C  0.1103  -1.2181  0.3802
C  1.2498  1.0106  0.1270
O  -1.0074  0.2612  -1.2893
O  -1.1832  -0.9193  0.7798
O  0.1982  -2.4852  -0.1362
O  -2.0207  1.4812  0.6496
P  -2.0942  0.0474  -0.1658
H  1.2642  -0.5109  -1.4723
H  0.7219  -1.1415  1.1843
H  0.9630  2.0549  -0.4147
H  2.2719  0.8665  0.1614
H  0.7656  1.1944  1.0427
H  -0.6258  -2.5625  -0.6443
H  -1.2565  2.0573  0.3622